Record 1
Computed, not measured: one molecule with the formula C12H15P in a non-equilibrium geometry, with ωB97M-V/def2-TZVPD.

Output
Highest occupied orbital energy ... -7.6 eV
SMILES ... CC(C)(C)P1=C2\C=C/C=C\C=C/C=12
ΔE to the lowest compared entry with this formula, charge and spin ... 68.06 kcal per mole

ORCA input file:
```
! wB97M-V def2-TZVPD RIJCOSX def2/J DEFGRID3
* xyz 0 1
C -0.80 0.82 0.40
C -1.66 -0.43 0.49
C -2.64 -0.47 -0.73
C -2.47 -0.54 1.78
P -0.49 -1.95 0.33
C 1.18 -1.22 0.45
C 2.31 -0.83 1.15
C 3.14 0.09 0.57
C 3.04 0.99 -0.61
C 2.81 0.72 -1.87
C 2.55 -0.58 -2.43
C 1.54 -1.46 -2.07
C 0.81 -1.40 -0.84
H -0.22 0.82 1.31
H -0.23 0.91 -0.61
H -1.53 1.68 0.53
H -3.22 -1.31 -0.52
H -2.10 -0.64 -1.64
H -3.31 0.40 -0.90
H -2.66 0.53 2.14
H -3.50 -1.01 1.67
H -1.79 -0.92 2.53
H 2.44 -1.34 2.10
H 3.93 0.28 1.17
H 3.40 1.99 -0.35
H 2.82 1.52 -2.60
H 2.78 -0.75 -3.47
H 1.33 -2.17 -2.84
*
```

---

Record 2
Computed, not measured: one molecule with the formula C17H17NO5 in a non-equilibrium geometry, with ωB97M-V/def2-TZVPD.

Output
Highest occupied orbital energy ... -9.2 eV
SMILES ... Cc1ccc(C(=O)COC(=O)CNC(=O)c2ccco2)cc1C
ΔE to the lowest compared entry with this formula, charge and spin ... 22.27 kcal per mole

ORCA input file:
```
! wB97M-V def2-TZVPD RIJCOSX def2/J DEFGRID3
* xyz 0 1
C 0.26 -0.23 -3.43
C -0.28 0.67 -2.36
C -1.62 0.61 -2.02
C -2.14 1.39 -1.00
C -1.30 2.27 -0.32
C -1.75 3.05 0.86
O -1.46 4.20 1.05
C -2.58 2.28 1.89
O -2.58 0.87 1.70
C -1.38 0.27 1.75
O -0.36 0.83 2.04
C -1.48 -1.18 1.31
N -0.30 -1.56 0.59
C 0.56 -2.48 1.09
O 0.31 -3.16 2.06
C 1.81 -2.63 0.32
C 2.86 -3.48 0.54
C 3.80 -3.21 -0.48
C 3.26 -2.23 -1.24
O 2.05 -1.87 -0.77
C 0.03 2.37 -0.70
C 0.56 1.57 -1.70
C 2.01 1.66 -2.05
H 0.71 0.35 -4.23
H 1.04 -0.88 -3.02
H -0.52 -0.86 -3.85
H -2.28 -0.07 -2.55
H -3.19 1.32 -0.75
H -3.63 2.59 1.83
H -2.20 2.54 2.88
H -1.53 -1.83 2.19
H -2.38 -1.32 0.71
H 0.02 -0.94 -0.15
H 2.94 -4.19 1.33
H 4.75 -3.69 -0.63
H 3.62 -1.72 -2.12
H 0.67 3.06 -0.17
H 2.51 0.72 -1.84
H 2.50 2.44 -1.46
H 2.14 1.88 -3.10
*
```

---

Record 3
Computed, not measured: C24H18MoN7O4S as an isolated structure, with ωB97M-V/def2-TZVPD.

Output
Highest occupied orbital energy ... -10.7 eV
ΔE to the lowest compared entry with this formula, charge and spin ... 0.00 kcal per mole

ORCA input file:
```
! wB97M-V def2-TZVPD RIJCOSX def2/J DEFGRID3
* xyz 1 1
Mo -0.06 0.21 -0.40
N -1.58 4.53 -0.93
C -1.00 3.32 -0.98
S -1.95 1.93 -0.62
N 0.26 3.29 -1.35
N 0.72 1.99 -1.42
C 1.72 1.82 -2.19
C 2.35 0.51 -2.21
C 3.44 0.22 -3.01
C 4.03 -1.03 -2.92
C 3.51 -1.93 -2.01
C 2.41 -1.58 -1.25
N 1.82 -0.38 -1.35
H -2.57 4.60 -0.79
H -1.08 5.32 -1.31
H 2.10 2.65 -2.78
H 3.81 0.98 -3.70
H 4.88 -1.28 -3.53
H 3.95 -2.91 -1.88
H 2.00 -2.26 -0.53
O 0.46 -2.75 2.41
C 0.30 -2.16 1.38
O 0.79 -0.96 1.09
C -0.40 -2.75 0.19
C -0.78 -4.06 0.03
C -1.33 -4.44 -1.20
C -1.45 -3.50 -2.21
C -1.06 -2.20 -1.96
N -0.57 -1.85 -0.78
C -1.06 -1.06 -2.94
O -1.40 -1.21 -4.09
O -0.67 0.04 -2.37
H -0.63 -4.75 0.85
H -1.64 -5.46 -1.36
H -1.83 -3.75 -3.20
C 2.00 3.01 2.42
C 1.19 2.98 3.54
C 0.05 2.19 3.53
C -0.25 1.46 2.40
N 0.51 1.53 1.29
C 1.62 2.27 1.32
C -1.42 0.55 2.33
C -2.27 0.33 3.39
C -3.39 -0.47 3.22
C -3.63 -1.02 1.98
C -2.73 -0.79 0.96
N -1.63 -0.04 1.14
H 2.90 3.60 2.39
H 1.44 3.56 4.42
H -0.59 2.14 4.40
H 2.22 2.27 0.43
H -2.08 0.78 4.35
H -4.07 -0.65 4.05
H -4.51 -1.63 1.78
H -2.87 -1.20 -0.03
*
```

---

Record 4
Computed, not measured: C25H16Cl2MgN4O3 as an isolated structure in a non-equilibrium geometry, with ωB97M-V/def2-TZVPD.

Output
Highest occupied orbital energy ... -7.5 eV

ORCA input file:
```
! wB97M-V def2-TZVPD RIJCOSX def2/J DEFGRID3
* xyz 0 1
Mg 0.09 -2.55 0.51
Cl -1.22 -7.01 -0.98
C -2.15 -5.93 0.01
C -3.42 -6.33 0.46
C -4.18 -5.51 1.24
Cl -5.75 -6.05 1.78
C -3.71 -4.23 1.60
C -4.42 -3.30 2.39
C -3.89 -2.07 2.65
C -2.63 -1.75 2.13
N -1.91 -2.59 1.41
C -2.44 -3.83 1.13
C -1.60 -4.70 0.34
O -0.43 -4.29 -0.03
H -3.79 -7.30 0.17
H -5.39 -3.57 2.78
H -4.42 -1.34 3.24
H -2.20 -0.76 2.31
C -1.69 5.22 -2.44
O -0.83 4.22 -2.98
C 0.37 4.07 -2.39
C 1.13 2.98 -2.81
C 2.36 2.72 -2.23
C 2.86 3.55 -1.23
C 2.13 4.67 -0.87
C 0.88 4.92 -1.42
N 4.17 3.39 -0.63
N 4.63 2.27 -0.31
C 3.82 1.08 -0.27
C 4.35 -0.04 -0.86
C 3.67 -1.26 -0.93
C 2.42 -1.42 -0.35
O 1.71 -2.50 -0.42
C 1.93 -0.30 0.42
N 0.78 -0.55 1.15
C 0.33 0.40 1.94
C 0.95 1.65 2.07
C 2.08 1.91 1.34
C 2.61 0.94 0.46
H -2.64 5.13 -2.95
H -1.29 6.23 -2.61
H -1.84 5.07 -1.37
H 0.73 2.34 -3.59
H 2.94 1.87 -2.57
H 2.55 5.34 -0.13
H 0.32 5.80 -1.11
H 5.32 0.07 -1.34
H 4.10 -2.11 -1.45
H -0.54 0.17 2.54
H 0.54 2.38 2.75
H 2.58 2.86 1.46
*
```

---

Record 5
Computed, not measured: C21H26AuN8OSSi as an isolated structure, with ωB97M-V/def2-TZVPD.

Output
Highest occupied orbital energy ... -10.4 eV
ΔE to the lowest compared entry with this formula, charge and spin ... 0.00 kcal per mole

ORCA input file:
```
! wB97M-V def2-TZVPD RIJCOSX def2/J DEFGRID3
* xyz 1 1
Au 0.32 0.07 -0.25
C 1.80 2.34 1.48
Si 0.83 1.25 2.64
C -0.59 2.25 3.31
C 1.97 0.68 4.01
N 0.26 -0.16 1.71
C -0.55 -1.19 2.25
C -0.89 -1.20 3.60
C -1.67 -2.20 4.17
C -2.14 -3.24 3.38
C -1.82 -3.27 2.04
C -1.04 -2.27 1.49
O -0.63 -2.30 0.16
C -1.41 -2.88 -0.83
C -0.73 -3.55 -1.83
C -1.44 -4.07 -2.90
C -2.82 -3.92 -2.97
C -3.48 -3.24 -1.96
C -2.78 -2.71 -0.88
H 2.23 3.16 2.06
H 1.17 2.79 0.71
H 2.63 1.83 0.99
H -0.20 3.10 3.89
H -1.26 1.69 3.96
H -1.18 2.66 2.49
H 2.51 1.56 4.39
H 2.72 -0.03 3.66
H 1.45 0.23 4.85
H -0.53 -0.40 4.24
H -1.90 -2.16 5.22
H -2.76 -4.02 3.81
H -2.17 -4.08 1.40
H 0.35 -3.66 -1.76
H -0.92 -4.60 -3.69
H -3.38 -4.33 -3.80
H -4.56 -3.11 -2.00
H -3.30 -2.17 -0.09
S -1.82 0.83 -0.19
C -1.41 2.42 -0.64
N -1.14 3.48 -0.99
N 2.81 -1.08 0.88
C 4.14 -1.19 0.79
C 4.50 -0.73 -0.46
C 3.30 -0.36 -1.07
N 2.29 -0.59 -0.25
H 2.17 -1.31 1.64
H 4.72 -1.58 1.61
H 5.49 -0.66 -0.86
H 3.13 0.05 -2.05
N -0.50 3.45 -3.66
C -0.20 2.63 -4.67
N -0.25 3.09 -5.93
N 0.15 1.36 -4.51
C 0.28 0.89 -3.33
N 0.39 0.47 -2.26
H -0.80 4.40 -3.82
H -0.53 3.11 -2.71
H -0.55 4.02 -6.15
H -0.03 2.46 -6.67
*
```

---

Record 6
Computed, not measured: a 2-piece molecular cluster, C3HCl3 overall in a non-equilibrium geometry, with ωB97M-V/def2-TZVPD.

Output
Highest occupied orbital energy ... -9.4 eV
ΔE to the lowest compared entry with this formula, charge and spin ... 111.82 kcal per mole

ORCA input file:
```
! wB97M-V def2-TZVPD RIJCOSX def2/J DEFGRID3
* xyz 0 1
C 0.22 0.15 -0.16
C -0.16 -0.04 -1.28
C -0.66 -0.68 -3.91
Cl -2.27 -0.62 -4.03
Cl 0.25 0.64 -4.48
Cl -0.03 -2.19 -4.43
H 0.57 0.49 0.83
*
```

---

Record 7
Computed, not measured: C33H46MnN2O2S2Sb2Se as an isolated structure, with ωB97M-V/def2-TZVPD.

Output
<S²> ... 8.756
Highest occupied orbital energy (alpha / beta) ... -12.4 / -12.5 eV

ORCA input file:
```
! wB97M-V def2-TZVPD RIJCOSX def2/J DEFGRID3
* xyz 2 6
Mn -0.22 0.33 -0.26
O 0.06 0.28 1.80
S 0.33 0.42 3.29
C -1.12 -0.29 4.12
C -1.58 -1.63 3.58
C -2.48 -1.52 2.34
C -2.44 -2.79 1.49
S -2.37 -2.46 -0.28
O -1.24 -1.45 -0.44
C -3.89 -1.56 -0.49
C -3.88 -0.21 -0.80
C -5.09 0.45 -0.98
C -6.29 -0.25 -0.87
C -6.28 -1.60 -0.58
C -5.08 -2.27 -0.39
C 1.55 -0.82 3.65
C 2.20 -0.76 4.88
C 3.16 -1.70 5.18
C 3.48 -2.69 4.25
C 2.84 -2.73 3.02
C 1.86 -1.79 2.71
H -1.89 0.48 4.04
H -0.82 -0.34 5.17
H -2.11 -2.16 4.37
H -0.70 -2.24 3.35
H -2.13 -0.68 1.73
H -3.51 -1.29 2.63
H -3.30 -3.45 1.65
H -1.54 -3.38 1.67
H -2.95 0.33 -0.91
H -5.09 1.50 -1.24
H -7.23 0.27 -1.02
H -7.21 -2.15 -0.50
H -5.08 -3.34 -0.19
H 1.96 0.02 5.59
H 3.68 -1.67 6.13
H 4.24 -3.42 4.48
H 3.09 -3.49 2.30
H 1.35 -1.81 1.76
C -1.84 0.54 -4.80
Sb -0.38 0.38 -3.26
C 0.29 -1.60 -3.69
C 1.20 1.56 -4.17
C 2.40 0.75 -4.55
C 2.43 0.15 -5.81
C 3.49 -0.65 -6.21
C 4.55 -0.86 -5.35
C 4.55 -0.25 -4.11
C 3.49 0.56 -3.69
C 3.58 1.20 -2.34
Sb 2.61 0.10 -0.76
C 3.77 0.83 0.88
C 3.44 -1.82 -1.09
H -1.42 0.17 -5.73
H -2.13 1.58 -4.92
H -2.72 -0.04 -4.54
H 0.86 -1.63 -4.62
H -0.58 -2.24 -3.78
H 0.91 -1.98 -2.87
H 1.43 2.37 -3.47
H 0.75 2.02 -5.05
H 1.61 0.33 -6.49
H 3.49 -1.09 -7.20
H 5.39 -1.47 -5.65
H 5.40 -0.39 -3.45
H 3.17 2.21 -2.32
H 4.62 1.27 -2.02
H 4.71 0.27 0.94
H 3.23 0.72 1.81
H 4.01 1.88 0.71
H 4.45 -1.87 -0.68
H 3.48 -2.00 -2.16
H 2.82 -2.59 -0.62
C -3.69 2.66 1.71
N -2.38 3.07 2.21
C -2.10 3.50 3.50
C -0.80 3.82 3.54
N -0.29 3.60 2.27
C 1.09 3.83 1.86
C -1.26 3.15 1.46
Se -1.12 2.75 -0.36
H -4.37 2.59 2.55
H -3.61 1.70 1.21
H -4.06 3.40 1.00
H -2.86 3.55 4.26
H -0.19 4.20 4.34
H 1.67 4.14 2.72
H 1.13 4.60 1.09
H 1.51 2.90 1.45
*
```

---

Record 8
Computed, not measured: a 2-piece molecular cluster, C4H12N2 overall in a non-equilibrium geometry, with ωB97M-V/def2-TZVPD.

Output
Highest occupied orbital energy ... -9.2 eV
SMILES ... C=CC.NCN
ΔE to the lowest compared entry with this formula, charge and spin ... 65.21 kcal per mole

ORCA input file:
```
! wB97M-V def2-TZVPD RIJCOSX def2/J DEFGRID3
* xyz 0 1
C 0.61 -1.82 1.36
C 0.68 -0.91 2.37
C 1.92 -0.06 2.63
H -0.36 -2.37 1.13
H 1.41 -2.54 1.05
H -0.21 -0.51 2.77
H 2.28 0.13 3.66
H 1.58 0.98 2.22
H 2.90 -0.32 2.04
N -1.86 1.56 -2.83
C -1.46 0.58 -1.83
N 0.09 0.19 -1.63
H -1.95 1.17 -3.79
H -2.87 1.77 -2.62
H -2.07 -0.23 -1.97
H -1.63 1.00 -0.81
H 0.49 0.32 -2.57
H 0.46 1.05 -1.19
*
```

---

Record 9
Computed, not measured: a 2-piece molecular cluster, C3H10NS2 overall, with ωB97M-V/def2-TZVPD.

Output
Highest occupied orbital energy ... -13.4 eV
ΔE to the lowest compared entry with this formula, charge and spin ... 22.45 kcal per mole

ORCA input file:
```
! wB97M-V def2-TZVPD RIJCOSX def2/J DEFGRID3
* xyz 1 1
C 0.39 1.07 3.23
C -0.34 0.70 1.99
C -1.29 1.36 1.36
N 0.08 -0.61 1.43
H 0.08 2.06 3.55
H 0.16 0.38 4.04
H 1.47 1.09 3.08
H -1.76 0.98 0.46
H -1.61 2.32 1.74
H -0.01 -1.35 2.13
H 1.05 -0.62 1.11
H -0.49 -0.89 0.61
S 0.02 -1.55 -1.75
S 0.48 0.34 -2.40
H -1.32 -1.55 -1.90
H 0.39 1.02 -1.24
*
```

---

Record 10
Computed, not measured: one molecule with the formula C4H9NO2 in a non-equilibrium geometry, with ωB97M-V/def2-TZVPD.

Output
Highest occupied orbital energy ... -9.0 eV
SMILES ... COCCNC=O
ΔE to the lowest compared entry with this formula, charge and spin ... 81.72 kcal per mole

ORCA input file:
```
! wB97M-V def2-TZVPD RIJCOSX def2/J DEFGRID3
* xyz 0 1
C -0.25 0.37 2.61
O -0.21 0.73 1.25
C 0.74 -0.01 0.52
C 0.60 0.38 -0.94
N -0.76 0.11 -1.44
C -0.92 -0.73 -2.52
O 0.09 -1.19 -3.09
H -0.52 -0.70 2.74
H 0.71 0.55 3.11
H -1.02 0.98 3.08
H 0.56 -1.09 0.63
H 1.76 0.20 0.88
H 1.30 -0.18 -1.57
H 0.83 1.45 -1.05
H -1.51 0.49 -0.88
H -1.39 -1.35 -3.32
*
```

---

Record 11
Computed, not measured: C51H54As2Br2N3O3RuS as an isolated structure in a non-equilibrium geometry, with ωB97M-V/def2-TZVPD.

Output
<S²> ... 0.767
Highest occupied orbital energy (alpha / beta) ... -12.3 / -12.3 eV
ΔE to the lowest compared entry with this formula, charge and spin ... 8.66 kcal per mole

ORCA input file:
```
! wB97M-V def2-TZVPD RIJCOSX def2/J DEFGRID3
* xyz 2 2
Ru 0.12 -0.85 -0.49
C -5.80 4.76 -0.56
O -4.97 3.62 -0.35
C -5.31 2.77 0.64
C -6.42 2.90 1.47
C -6.67 1.93 2.43
C -5.85 0.82 2.56
C -4.76 0.68 1.72
C -4.46 1.66 0.78
N -3.39 1.57 -0.14
C -2.13 1.13 0.10
N -1.85 0.96 1.41
C -0.68 0.54 2.02
C 0.31 -0.22 1.40
C 1.43 -0.54 2.21
C 1.52 -0.19 3.53
C 0.50 0.55 4.14
C -0.59 0.92 3.39
O -1.64 1.64 3.84
C -1.65 2.03 5.21
N -1.25 0.87 -0.86
C -1.68 1.32 -2.16
C -2.03 0.39 -3.13
C -2.41 0.71 -4.42
C -2.49 2.05 -4.78
C -2.27 3.01 -3.81
C -1.89 2.67 -2.51
O -2.00 3.69 -1.60
C -0.90 4.57 -1.36
H -5.34 5.31 -1.38
H -5.83 5.39 0.33
H -6.81 4.46 -0.84
H -7.08 3.74 1.37
H -7.54 2.04 3.08
H -6.07 0.06 3.29
H -4.14 -0.21 1.79
H -3.55 2.05 -1.01
H -2.52 1.36 2.05
H 2.22 -1.15 1.81
H 2.38 -0.50 4.12
H 0.58 0.83 5.18
H -1.66 1.16 5.86
H -2.56 2.61 5.35
H -0.78 2.66 5.43
H -2.07 -0.64 -2.82
H -2.67 -0.07 -5.12
H -2.79 2.34 -5.78
H -2.42 4.06 -4.02
H -1.33 5.52 -1.06
H -0.31 4.71 -2.27
H -0.26 4.18 -0.57
Br -0.12 -2.16 -2.89
C -1.75 -3.00 -2.24
Br -2.18 -2.25 -0.49
H -1.59 -4.06 -2.13
H -2.57 -2.76 -2.91
C 2.84 -3.27 -0.48
C 3.57 -1.99 -0.19
As 2.55 -0.41 -0.79
C 3.93 0.84 -0.24
C 4.41 1.76 -1.16
C 5.47 2.59 -0.82
C 6.04 2.51 0.45
C 5.55 1.60 1.37
C 4.49 0.77 1.03
C 2.74 -0.43 -2.71
C 1.80 0.28 -3.46
C 1.89 0.31 -4.84
C 2.92 -0.36 -5.48
C 3.87 -1.05 -4.74
C 3.79 -1.08 -3.36
As 1.01 -3.12 0.18
C 0.27 -4.76 -0.57
C -0.66 -5.48 0.18
C -1.18 -6.67 -0.31
C -0.78 -7.15 -1.55
C 0.15 -6.44 -2.29
C 0.68 -5.25 -1.81
C 0.94 -3.55 2.05
C 1.95 -4.30 2.63
C 1.88 -4.63 3.98
C 0.79 -4.23 4.74
C -0.23 -3.49 4.15
C -0.15 -3.14 2.81
H 3.32 -4.17 -0.09
H 2.73 -3.40 -1.55
H 4.54 -1.94 -0.69
H 3.78 -1.87 0.87
H 3.98 1.83 -2.15
H 5.86 3.30 -1.54
H 6.87 3.16 0.71
H 5.99 1.54 2.36
H 4.12 0.08 1.78
H 1.00 0.81 -2.96
H 1.16 0.87 -5.41
H 2.99 -0.33 -6.56
H 4.69 -1.55 -5.24
H 4.56 -1.60 -2.80
H -0.98 -5.13 1.15
H -1.90 -7.23 0.28
H -1.18 -8.08 -1.92
H 0.48 -6.82 -3.25
H 1.39 -4.71 -2.42
H 2.80 -4.64 2.05
H 2.68 -5.21 4.43
H 0.74 -4.49 5.79
H -1.08 -3.18 4.74
H -0.94 -2.54 2.37
C 2.20 4.51 -0.42
S 1.57 2.92 0.13
C 2.17 2.97 1.83
H 1.77 5.33 0.16
H 1.94 4.64 -1.47
H 3.29 4.54 -0.33
H 3.22 3.26 1.85
H 2.07 1.97 2.25
H 1.58 3.67 2.43
*
```

---

Please write out number 3 again, unchanged.
Computed, not measured: C24H18MoN7O4S as an isolated structure, with ωB97M-V/def2-TZVPD.

Output
Highest occupied orbital energy ... -10.7 eV
ΔE to the lowest compared entry with this formula, charge and spin ... 0.00 kcal per mole

ORCA input file:
```
! wB97M-V def2-TZVPD RIJCOSX def2/J DEFGRID3
* xyz 1 1
Mo -0.06 0.21 -0.40
N -1.58 4.53 -0.93
C -1.00 3.32 -0.98
S -1.95 1.93 -0.62
N 0.26 3.29 -1.35
N 0.72 1.99 -1.42
C 1.72 1.82 -2.19
C 2.35 0.51 -2.21
C 3.44 0.22 -3.01
C 4.03 -1.03 -2.92
C 3.51 -1.93 -2.01
C 2.41 -1.58 -1.25
N 1.82 -0.38 -1.35
H -2.57 4.60 -0.79
H -1.08 5.32 -1.31
H 2.10 2.65 -2.78
H 3.81 0.98 -3.70
H 4.88 -1.28 -3.53
H 3.95 -2.91 -1.88
H 2.00 -2.26 -0.53
O 0.46 -2.75 2.41
C 0.30 -2.16 1.38
O 0.79 -0.96 1.09
C -0.40 -2.75 0.19
C -0.78 -4.06 0.03
C -1.33 -4.44 -1.20
C -1.45 -3.50 -2.21
C -1.06 -2.20 -1.96
N -0.57 -1.85 -0.78
C -1.06 -1.06 -2.94
O -1.40 -1.21 -4.09
O -0.67 0.04 -2.37
H -0.63 -4.75 0.85
H -1.64 -5.46 -1.36
H -1.83 -3.75 -3.20
C 2.00 3.01 2.42
C 1.19 2.98 3.54
C 0.05 2.19 3.53
C -0.25 1.46 2.40
N 0.51 1.53 1.29
C 1.62 2.27 1.32
C -1.42 0.55 2.33
C -2.27 0.33 3.39
C -3.39 -0.47 3.22
C -3.63 -1.02 1.98
C -2.73 -0.79 0.96
N -1.63 -0.04 1.14
H 2.90 3.60 2.39
H 1.44 3.56 4.42
H -0.59 2.14 4.40
H 2.22 2.27 0.43
H -2.08 0.78 4.35
H -4.07 -0.65 4.05
H -4.51 -1.63 1.78
H -2.87 -1.20 -0.03
*
```